101
Properties=species:S:1:pos:R:3 method="wB97M-V/def2-TZVPD" homo_lumo_gap_ha="0.213 / 0.212" charge=+1 spin_multiplicity=5 e_lumo_ev="-4.2 / -4.2" relative_energy_kj_mol=8.35
Fe -2.06526 0.29977 0.23085
C -3.43755 -0.42286 2.80672
C -4.56060 -0.60198 1.78678
N -4.22305 0.00152 0.47619
C -4.69634 -0.80490 -0.66362
C -3.98483 -2.16972 -0.70785
N -2.64038 -2.14876 -0.10995
C -2.47773 -2.94879 1.10890
C -1.74876 -2.18611 2.21246
N -2.11839 -0.77137 2.26572
H -3.67959 -0.99494 3.70948
H -3.38242 0.62988 3.09454
H -5.48125 -0.17246 2.18600
H -4.76887 -1.65876 1.63087
H -4.66407 0.91345 0.40404
H -4.48354 -0.23381 -1.56829
H -5.77833 -0.96303 -0.61344
H -3.93190 -2.48363 -1.74914
H -4.59384 -2.92403 -0.20541
H -1.95803 -2.42335 -0.80167
H -1.93005 -3.87406 0.91299
H -3.46191 -3.26104 1.45972
H -0.67176 -2.20888 2.03138
H -1.92835 -2.69334 3.16788
H -1.42270 -0.28816 2.81987
C 3.51601 0.19986 -4.87021
C 3.24509 -0.90745 -3.84162
C 4.35067 -0.87656 -2.78723
C 3.27158 -2.27764 -4.53552
C 1.87301 -0.69334 -3.21956
C 1.67765 -0.45554 -1.90493
C 0.35577 -0.25040 -1.38696
N 0.02134 0.09516 -0.15713
C 0.76735 0.34718 0.94223
C 2.05273 -0.17263 1.22696
C 2.69867 0.18061 2.37332
C 2.03375 1.08708 3.24211
C 0.78041 1.61532 3.05701
C 0.08568 1.23401 1.85830
O -1.10591 1.63602 1.56750
C 0.22884 2.54688 4.14962
C 1.11661 3.79937 4.22024
C 0.27445 1.81584 5.50341
C -1.21439 3.01343 3.94379
C 4.07259 -0.34792 2.76643
C 3.98619 -1.06583 4.12042
C 5.04914 0.83259 2.87400
C 4.61612 -1.33217 1.73104
C -0.79636 -0.25100 -2.30372
O -1.95298 -0.05215 -1.84225
C -0.55760 -0.46826 -3.72140
C 0.72460 -0.70329 -4.09610
C -1.70979 -0.39772 -4.72142
C -1.22167 -0.63200 -6.15245
C -2.76198 -1.47091 -4.40949
C -2.35316 0.99730 -4.67038
H 4.50296 0.05900 -5.31449
H 3.49101 1.18426 -4.39919
H 2.78719 0.19346 -5.68222
H 5.31478 -1.05411 -3.26529
H 4.20894 -1.65193 -2.03047
H 4.40719 0.09281 -2.28643
H 4.26003 -2.45776 -4.96171
H 2.54873 -2.34156 -5.35036
H 3.05698 -3.07923 -3.82597
H 2.51762 -0.36033 -1.24027
H 2.47811 -0.91124 0.56785
H 2.56406 1.36511 4.14418
H 2.16012 3.54713 4.41261
H 0.77528 4.45501 5.02403
H 1.07449 4.36055 3.28426
H 1.29301 1.61325 5.83545
H -0.25835 0.86323 5.45214
H -0.20280 2.42864 6.27045
H -1.34907 3.56234 3.01487
H -1.47852 3.67637 4.77004
H -1.92101 2.18193 3.94596
H 3.65444 -0.39817 4.91727
H 4.96807 -1.45056 4.40285
H 3.29272 -1.90818 4.07363
H 4.73629 1.55031 3.63411
H 5.12826 1.36226 1.92280
H 6.04248 0.47258 3.14937
H 3.96375 -2.20059 1.61319
H 5.59342 -1.69661 2.05042
H 4.74641 -0.85964 0.75387
H 0.92819 -0.87796 -5.14307
H -0.79045 -1.62741 -6.28243
H -0.48479 0.11158 -6.46290
H -2.07048 -0.55261 -6.83291
H -2.32512 -2.47173 -4.45315
H -3.56496 -1.42362 -5.14810
H -3.19826 -1.31754 -3.42673
H -1.62497 1.76881 -4.92893
H -2.76024 1.22181 -3.68636
H -3.16689 1.04996 -5.39658
Cl -2.88701 2.66185 -0.85845
C -2.75121 3.89104 0.43781
Cl -4.12517 3.81002 1.53069
H -2.72360 4.85583 -0.05122
H -1.84656 3.64512 0.97831